DFT (ωB97M-V/def2-TZVPD) results for C16H29IN3O9PS4 as an isolated structure.

The geometry in XYZ format:
```
63
Properties=species:S:1:pos:R:3:forces:R:3:nbo_charge:R:1
C 5.230 -1.513 0.719 0.354 -0.083 0.237 -0.631
C 6.129 -0.829 -0.291 -0.044 -0.252 -0.694 -0.209
N 5.532 0.321 -0.994 -0.273 0.239 -0.221 -0.643
C 4.146 0.465 -0.995 0.547 -0.117 0.189 0.234
C 3.399 1.316 -0.206 -0.549 0.336 -0.174 -0.538
P 4.206 2.409 0.988 0.377 -0.373 0.033 1.829
O 3.685 3.888 0.635 -0.172 -0.005 -0.058 -0.994
O 3.417 2.147 2.364 -0.359 0.193 -0.131 -0.990
S 6.107 2.293 1.242 0.041 0.231 0.071 -0.584
C 1.931 1.372 -0.360 0.653 0.350 0.360 0.071
C 1.050 2.343 0.386 -0.157 0.180 -0.233 -0.123
O 0.509 3.254 -0.561 0.194 0.099 -0.048 -0.559
C -0.612 3.951 -0.053 -0.089 0.010 0.151 -0.253
C 1.298 0.545 -1.216 -0.706 -0.428 -0.421 -0.175
I -0.776 0.487 -1.413 -0.063 -0.193 -0.045 0.211
C 2.031 -0.372 -2.013 0.225 0.026 0.054 0.052
N 1.568 -1.262 -2.891 -0.158 0.038 -0.025 -0.614
S 2.849 -2.012 -3.489 -0.013 -0.065 -0.072 0.986
N 4.028 -1.281 -2.705 0.105 0.017 0.013 -0.603
C 3.444 -0.380 -1.907 -0.062 -0.392 0.032 0.118
H 5.820 -2.282 1.219 -0.014 -0.071 0.023 0.221
H 4.397 -2.021 0.237 -0.168 0.105 0.023 0.205
H 4.879 -0.834 1.495 -0.145 0.081 -0.050 0.213
H 7.046 -0.478 0.176 -0.009 0.109 0.111 0.208
H 6.417 -1.569 -1.042 0.091 -0.039 0.005 0.192
H 6.007 1.188 -0.810 -0.001 -0.096 0.389 0.406
H 3.800 4.097 -0.301 -0.008 0.145 0.030 0.520
H 3.329 2.974 2.858 0.082 -0.064 0.141 0.512
H 0.244 1.781 0.868 0.024 -0.029 0.072 0.204
H 1.576 2.923 1.124 0.175 0.023 0.380 0.187
H -1.538 3.436 -0.315 -0.037 -0.072 -0.008 0.183
H -0.624 4.952 -0.478 0.039 0.028 -0.107 0.188
H -0.572 4.037 1.036 0.031 0.049 0.046 0.175
O -1.801 2.192 3.273 -0.021 0.064 -0.116 -0.947
S -1.186 0.912 3.455 0.131 -0.077 0.235 2.387
O -1.062 0.025 2.340 0.009 0.025 -0.148 -0.935
O -1.903 0.162 4.653 0.083 0.019 0.013 -0.723
C -3.347 0.064 4.606 -0.423 -0.062 -0.015 -0.077
C -3.822 -1.011 3.650 0.149 0.018 -0.108 -0.642
C 0.391 1.105 4.210 0.010 0.028 0.062 -0.890
H -3.763 1.040 4.356 0.096 0.030 -0.034 0.202
H -3.638 -0.170 5.627 0.133 -0.005 0.038 0.195
H -3.607 -0.749 2.615 -0.010 0.015 0.006 0.233
H -4.900 -1.141 3.754 -0.007 0.012 0.043 0.218
H -3.329 -1.958 3.863 -0.038 -0.014 0.043 0.218
H 0.288 1.749 5.079 -0.012 -0.001 0.005 0.250
H 1.044 1.560 3.467 -0.019 -0.034 -0.044 0.255
H 0.767 0.125 4.488 -0.001 -0.012 -0.017 0.257
O -3.547 -1.923 -1.931 -0.142 0.101 0.144 -0.941
S -4.003 -1.700 -3.269 0.226 -0.109 -0.344 2.385
O -5.057 -0.766 -3.523 -0.041 0.072 0.154 -0.937
O -4.376 -3.102 -3.920 0.012 0.022 -0.040 -0.724
C -5.277 -3.958 -3.183 -0.239 -0.233 0.186 -0.077
C -6.723 -3.523 -3.307 0.035 0.166 -0.018 -0.641
C -2.638 -1.330 -4.311 0.077 -0.052 -0.121 -0.892
H -4.957 -4.003 -2.141 0.053 0.082 -0.015 0.201
H -5.133 -4.945 -3.617 0.084 0.047 -0.085 0.194
H -6.897 -2.573 -2.805 0.012 -0.008 0.012 0.228
H -7.371 -4.275 -2.855 0.024 -0.037 -0.007 0.216
H -6.998 -3.402 -4.354 -0.010 -0.056 -0.008 0.217
H -1.857 -2.067 -4.143 0.008 0.012 0.045 0.257
H -2.279 -0.339 -4.042 -0.033 0.008 0.048 0.260
H -2.972 -1.342 -5.345 -0.057 -0.002 0.015 0.251
```
Forces are in eV/Å.

Properties
Net charge = 0
Gap between HOMO and LUMO = 7.4780 eV

DFT (ωB97M-V/def2-TZVPD) results for a 6-piece molecular cluster, C16H29N5O3 overall at a distorted geometry.

The geometry in XYZ format:
```
53
Properties=species:S:1:pos:R:3:forces:R:3:nbo_charge:R:1
C -2.464 2.201 -0.940 -0.179 0.413 -0.461 -0.261
O -1.772 2.067 0.276 -0.031 -0.139 0.267 -0.532
C -0.443 1.654 0.074 0.134 0.005 -0.486 -0.090
C 0.438 2.730 -0.534 0.450 -0.716 0.592 -0.101
O 0.565 3.830 0.343 -0.284 0.188 0.268 -0.532
C 1.361 4.856 -0.198 0.060 -0.024 -0.188 -0.082
C 2.839 4.519 -0.220 -0.178 0.060 -0.443 -0.097
O 3.143 3.657 -1.309 0.009 -0.088 0.276 -0.546
C 4.525 3.504 -1.465 0.663 -0.050 0.133 -0.250
H -3.506 2.398 -0.708 -0.055 -0.212 -0.007 0.204
H -2.353 1.318 -1.579 -0.169 -0.180 0.174 0.173
H -2.118 3.046 -1.552 0.120 0.065 0.227 0.160
H -0.427 0.795 -0.609 0.056 0.042 -0.101 0.188
H -0.034 1.284 1.014 -0.096 0.313 0.265 0.181
H 0.069 3.024 -1.518 0.013 0.190 -0.054 0.174
H 1.434 2.296 -0.652 -0.095 -0.185 -0.392 0.178
H 1.249 5.743 0.424 -0.214 -0.029 0.122 0.195
H 0.985 5.082 -1.201 0.239 0.193 -0.133 0.177
H 3.069 4.054 0.747 0.258 -0.078 -0.047 0.170
H 3.447 5.421 -0.346 -0.110 0.170 0.219 0.174
H 5.021 4.428 -1.787 -0.188 0.074 -0.175 0.169
H 4.721 2.720 -2.192 -0.127 0.038 -0.130 0.196
H 5.036 3.226 -0.533 -0.216 -0.128 0.117 0.157
C -4.053 -0.987 0.291 -0.092 -0.111 -0.135 -0.722
C -4.857 -0.209 -0.641 0.104 0.401 0.064 0.296
N -5.500 0.433 -1.343 -0.023 -0.121 -0.029 -0.345
H -3.389 -0.371 0.894 -0.183 0.231 -0.022 0.267
H -3.423 -1.670 -0.270 -0.094 -0.186 -0.023 0.248
H -4.743 -1.537 0.928 0.244 -0.146 0.111 0.252
C -5.589 -4.772 3.457 0.061 0.119 -0.655 -0.722
C -4.396 -4.173 2.864 0.117 0.114 -0.153 0.312
N -3.457 -3.722 2.378 -0.186 -0.042 0.092 -0.365
H -5.550 -5.842 3.258 0.033 -0.074 0.486 0.260
H -6.475 -4.414 2.932 0.034 0.196 0.108 0.258
H -5.643 -4.498 4.506 -0.078 -0.306 0.100 0.260
C 3.053 -4.098 -1.291 -0.026 0.613 0.390 -0.726
C 3.075 -5.214 -2.215 0.122 0.107 0.303 0.287
N 3.122 -6.094 -2.944 -0.041 -0.337 -0.294 -0.333
H 3.885 -4.110 -0.589 0.118 -0.233 -0.174 0.255
H 2.155 -4.080 -0.675 -0.097 -0.077 -0.186 0.258
H 3.108 -3.158 -1.841 -0.097 -0.034 -0.016 0.258
C -0.890 -3.019 0.164 0.233 0.294 -1.468 -0.714
C -0.691 -2.124 -0.994 -0.030 -0.116 0.590 0.303
N -0.512 -1.420 -1.881 -0.012 0.131 -0.223 -0.370
H -1.945 -3.264 0.215 -0.018 -0.035 0.439 0.260
H -0.492 -2.530 1.046 -0.089 -0.220 0.203 0.271
H -0.336 -3.917 -0.111 0.016 -0.126 0.514 0.250
C 3.366 0.579 1.063 -0.830 0.771 -0.576 -0.736
C 2.732 -0.724 1.080 0.566 -0.049 0.393 0.317
N 2.239 -1.756 1.097 -0.292 -0.407 -0.080 -0.368
H 4.295 0.693 1.609 0.077 -0.442 0.029 0.260
H 2.640 1.291 1.466 0.121 0.051 0.058 0.262
H 3.485 0.850 0.011 0.278 0.110 0.110 0.263
```
Forces are in eV/Å.

Properties
Structure (SMILES) = COCCOCCOC.CC#N.CC#N.CC#N.CC#N.CC#N
Net charge = 0
Gap between HOMO and LUMO = 9.9126 eV
Energy relative to the best compared isomer or geometry (same formula, charge and spin) = 5.569 eV

DFT (ωB97M-V/def2-TZVPD) results for C16H30AuN3P2Te as an isolated structure.

The geometry in XYZ format:
```
53
Properties=species:S:1:pos:R:3:forces:R:3:nbo_charge:R:1
Au -0.301 1.413 0.827 0.310 -0.380 0.213 0.341
C -2.010 4.328 0.301 0.085 -0.095 -0.042 -0.944
P -1.035 3.079 -0.583 -0.159 0.397 -0.099 0.973
C 0.254 4.021 -1.440 -0.056 -0.112 0.131 -0.953
C -2.102 2.370 -1.858 0.041 -0.105 0.149 -0.308
C -2.029 2.761 -3.192 0.042 0.045 0.045 -0.219
C -2.893 2.203 -4.123 -0.024 -0.003 -0.048 -0.186
C -3.833 1.263 -3.728 -0.002 0.011 -0.020 -0.170
C -3.915 0.874 -2.397 -0.033 -0.029 0.048 -0.191
C -3.048 1.419 -1.466 0.049 0.098 0.004 -0.239
H -2.907 3.867 0.713 -0.006 0.018 0.014 0.262
H -2.294 5.125 -0.386 -0.032 -0.004 -0.007 0.261
H -1.412 4.739 1.114 -0.032 0.033 0.003 0.260
H -0.217 4.836 -1.991 0.046 0.013 -0.040 0.260
H 0.804 3.379 -2.125 0.026 0.015 -0.002 0.260
H 0.940 4.447 -0.708 0.000 -0.006 0.008 0.265
H -1.309 3.501 -3.516 -0.002 -0.018 -0.020 0.224
H -2.836 2.512 -5.158 0.003 -0.008 0.007 0.240
H -4.508 0.835 -4.457 0.005 0.011 0.003 0.239
H -4.663 0.155 -2.088 0.017 0.004 0.000 0.230
H -3.108 1.132 -0.421 -0.056 -0.055 -0.020 0.208
C -0.607 -3.969 2.056 -0.253 -0.024 -0.017 -0.054
N 0.854 -3.483 2.068 0.021 -0.103 -0.018 -0.389
C 1.415 -3.667 0.647 0.059 0.033 -0.269 -0.054
N 0.608 -2.987 -0.300 0.003 -0.080 -0.070 -0.431
C -0.774 -3.464 -0.254 0.056 0.012 0.031 -0.076
N -1.352 -3.270 1.074 -0.065 -0.093 -0.029 -0.428
C -1.572 -1.865 1.398 0.135 0.173 0.071 -0.530
P 0.022 -0.897 1.402 -0.386 -0.471 -0.575 0.753
C 0.960 -2.066 2.526 0.005 0.788 0.186 -0.527
C 0.701 -1.535 -0.207 0.022 0.032 0.135 -0.532
H -1.017 -3.816 3.054 0.080 0.024 0.024 0.233
H -0.580 -5.034 1.829 0.095 0.007 0.013 0.238
H 1.389 -4.072 2.709 0.003 0.008 0.010 0.446
H 1.420 -4.739 0.450 -0.031 -0.008 0.092 0.238
H 2.436 -3.286 0.639 -0.006 0.003 0.105 0.231
H -0.796 -4.526 -0.502 0.010 0.015 0.019 0.229
H -1.363 -2.921 -0.990 -0.014 -0.018 0.001 0.230
H -2.051 -1.780 2.375 -0.030 0.006 -0.022 0.248
H -2.248 -1.423 0.664 0.013 -0.001 0.000 0.254
H 0.554 -1.987 3.535 0.029 -0.097 0.020 0.259
H 2.011 -1.774 2.555 0.023 -0.066 -0.034 0.263
H 1.739 -1.209 -0.294 -0.001 -0.005 -0.012 0.254
H 0.144 -1.081 -1.028 -0.005 -0.010 0.020 0.256
C 4.543 -0.237 2.476 -0.152 0.070 -0.029 -0.854
Te 3.172 1.215 1.672 0.420 -0.081 -0.101 0.370
C 4.453 1.682 0.018 -0.102 -0.024 0.038 -0.838
H 4.587 -1.128 1.854 -0.026 0.025 -0.015 0.212
H 4.234 -0.491 3.488 -0.006 0.016 -0.008 0.232
H 5.526 0.224 2.516 -0.025 0.037 0.021 0.251
H 5.440 1.902 0.416 -0.032 0.023 0.038 0.242
H 4.062 2.568 -0.477 -0.017 -0.010 0.017 0.236
H 4.508 0.857 -0.686 -0.045 -0.013 0.032 0.227
```
Forces are in eV/Å.

Properties
Net charge = +2
Gap between HOMO and LUMO = 7.7750 eV

DFT (ωB97M-V/def2-TZVPD) results for C16H30B3F8N3O3V as an isolated structure at a distorted geometry.

The geometry in XYZ format:
```
64
Properties=species:S:1:pos:R:3:forces:R:3:lowdin_charge:R:1
O -1.160 -0.529 -0.953 0.670 -1.216 3.935 -0.317
V -1.318 0.118 -2.318 -0.244 3.226 -6.472 0.928
O 0.051 0.738 -2.951 -1.819 -1.106 1.800 -0.298
B -3.289 1.255 -2.721 -0.494 -0.114 0.767 -0.310
H -3.645 1.011 -1.732 -1.402 -0.968 3.823 -0.027
H -4.062 1.736 -3.300 -2.273 1.691 -2.139 0.003
H -2.393 1.848 -2.626 4.179 2.371 0.223 -0.025
H -2.997 0.311 -3.154 1.108 -4.312 -2.348 -0.046
C 2.316 -5.227 -2.212 0.203 -1.337 -0.300 0.013
N 2.552 -3.972 -1.580 0.099 2.661 1.382 -0.073
C 1.964 -3.654 -0.373 1.111 -0.909 -1.572 0.042
C 2.140 -2.412 0.157 0.213 1.641 0.088 0.031
C 2.834 -1.461 -0.566 -0.022 1.105 -1.989 -0.083
C 3.300 -1.775 -1.886 -0.236 2.247 2.280 0.047
C 3.284 -3.041 -2.288 -1.470 -2.441 -0.123 0.023
C 2.939 0.011 -0.195 0.359 -0.470 -0.111 -0.101
C 4.139 0.701 -0.465 -0.421 0.883 -0.161 0.051
C 4.210 2.086 -0.259 -0.211 -2.166 1.551 0.022
N 3.202 2.670 0.423 0.124 1.430 0.044 -0.055
C 2.033 2.054 0.705 0.833 -0.646 -0.240 0.045
C 1.876 0.705 0.363 0.090 0.552 0.218 0.069
C 3.491 4.093 0.871 -1.271 -0.135 0.380 0.051
H 3.266 -5.758 -2.167 -0.287 -0.611 0.230 0.117
H 2.092 -5.126 -3.274 -0.359 0.346 0.193 0.120
H 1.484 -5.694 -1.686 0.322 -0.379 -0.290 0.115
H 1.468 -4.442 0.175 -0.285 -0.073 -0.390 0.152
H 1.651 -2.026 1.039 -0.028 -0.746 0.367 0.135
H 3.531 -0.944 -2.535 0.598 -0.236 -0.155 0.149
H 3.701 -3.406 -3.214 -0.166 0.118 -0.138 0.159
H 5.015 0.161 -0.794 0.003 0.109 -0.249 0.130
H 5.135 2.642 -0.261 -0.047 0.059 -0.579 0.147
H 1.293 2.609 1.261 -0.086 0.153 -0.259 0.132
H 0.935 0.217 0.571 -0.185 0.103 -0.145 0.115
H 2.616 4.490 1.387 -0.309 -0.161 -0.415 0.100
H 3.692 4.726 0.007 0.152 -0.260 0.100 0.115
H 4.247 4.149 1.655 0.442 -0.500 -0.498 0.107
C -2.758 1.161 4.805 -0.217 0.056 -0.402 -0.027
C -2.262 1.104 3.349 -0.451 -1.236 -0.744 -0.272
C -2.557 -0.286 2.706 -0.290 -0.052 1.774 -0.199
O -3.956 -0.372 2.513 0.044 -0.490 0.072 -0.200
C -4.342 -1.670 1.930 1.085 1.299 -0.182 -0.020
N -2.892 2.164 2.476 -0.136 0.322 1.589 0.253
H -2.788 3.013 3.014 0.208 0.762 -0.251 0.164
H -2.407 2.254 1.594 0.452 0.002 -0.921 0.116
H -3.888 2.090 2.331 -0.472 -0.747 -0.231 0.171
H -3.807 0.885 4.913 -0.146 0.235 -0.397 0.093
H -2.604 2.150 5.236 0.049 -0.025 0.106 0.085
H -2.261 0.413 5.421 0.441 0.189 -0.188 0.093
H -1.204 1.356 3.276 0.054 -0.267 0.142 0.147
H -2.331 -0.991 3.506 0.375 -0.232 0.246 0.120
H -1.921 -0.619 1.887 -0.261 0.685 -0.683 0.119
H -3.527 -2.379 2.070 0.115 -0.005 -0.150 0.081
H -4.415 -1.355 0.889 -0.574 -1.066 -0.182 0.101
H -5.211 -2.129 2.402 -0.214 0.693 -0.157 0.094
B -0.365 -2.289 -3.607 2.493 1.707 -2.116 -1.399
F -0.582 -3.548 -3.920 -0.604 -2.496 -0.303 0.236
F 0.234 -2.169 -2.368 0.308 -0.187 1.102 0.129
F 0.429 -1.616 -4.564 1.502 -0.762 -0.158 0.096
F -1.483 -1.484 -3.756 -2.874 1.393 2.092 0.129
B -0.918 3.106 -0.238 -0.492 2.060 -1.864 -1.319
F -2.184 3.161 -0.782 -1.063 1.004 0.954 0.136
F -0.601 4.179 0.706 -0.106 -0.984 -0.737 0.043
F -0.895 1.937 0.473 0.703 -1.902 1.780 0.117
F -0.095 3.079 -1.363 1.179 0.134 1.001 0.131
```
Forces are in eV/Å.

Properties
Net charge = +1
Gap between HOMO and LUMO = 6.9089 eV